A 6-piece molecular cluster, C29H52BrNO18 overall, computed with wB97M-V/def2-TZVPD.

## Properties
* F_max: 5.7 eV/A
* HOMO-LUMO gap: 9.5 eV
* LUMO: -0.28 eV
* HOMO level: -9.8 eV
* charge: 0
* SMILES: CNCC1=C(C[C@H](C)Br)C(=O)OC1=O.CCOC(=O)OC.CCOC(=O)OC.CCOC(=O)OC.CCOC(=O)OC.CCOC(=O)OC

Atoms and positions in Å:
Br (1.43, 0.62, 4.18)
O (0.26, -0.31, -1.88)
O (-8.81, -4.90, -0.29)
O (10.66, 3.32, 4.24)
O (8.88, 3.16, 5.45)
O (-6.10, 0.09, -2.97)
O (3.61, 4.58, 4.52)
O (-9.49, -2.75, -0.09)
O (8.93, 4.72, 3.81)
O (0.14, -1.94, -7.02)
O (-0.56, -2.40, -2.10)
O (-5.01, 0.17, -1.00)
O (0.57, -2.70, -9.00)
O (-7.00, 1.00, -1.11)
O (-0.62, 1.09, -0.33)
O (2.98, 6.74, 4.73)
O (1.55, 5.32, 3.96)
O (0.37, -4.17, -7.29)
O (-10.89, -4.21, -0.83)
N (1.93, -3.98, -0.91)
C (0.77, -4.88, -0.98)
C (5.29, 7.18, 4.08)
C (1.76, -0.07, 1.41)
C (-9.64, -4.04, -0.39)
C (0.07, -1.44, 2.78)
C (-0.08, -2.13, -5.61)
C (0.10, 0.25, -0.62)
C (-11.18, -5.54, -1.27)
C (-7.21, -2.23, -0.76)
C (1.82, -2.99, 0.16)
C (1.23, -2.35, -4.88)
C (0.13, -1.67, -1.55)
C (7.54, 3.55, 5.79)
C (-6.04, 0.38, -1.81)
C (-3.87, -0.47, -1.60)
C (11.34, 3.89, 3.12)
C (2.79, 5.46, 4.42)
C (0.36, -3.05, -7.72)
C (1.05, -0.60, 0.21)
C (6.53, 2.97, 4.83)
C (-8.14, 1.38, -1.88)
C (0.89, -3.79, -9.85)
C (1.24, 3.99, 3.51)
C (-3.05, 0.52, -2.41)
C (1.43, -0.76, 2.76)
C (1.04, -1.80, -0.33)
C (4.29, 7.07, 5.21)
C (-8.19, -2.37, 0.38)
C (9.43, 3.82, 4.44)
H (2.23, -1.46, 2.99)
H (-6.25, -1.86, -0.41)
H (-0.78, -2.94, -5.44)
H (0.16, -4.59, -9.78)
H (4.93, 7.88, 3.32)
H (1.79, 3.78, 2.59)
H (1.89, -4.17, -9.62)
H (6.64, 1.88, 4.77)
H (4.61, 6.35, 5.96)
H (-7.88, 2.18, -2.56)
H (-2.14, 0.04, -2.78)
H (-3.27, -0.85, -0.78)
H (6.25, 7.52, 4.45)
H (1.45, 0.97, 1.52)
H (0.04, -2.31, 2.13)
H (0.19, -4.73, -1.89)
H (6.66, 3.37, 3.83)
H (1.93, -1.55, -5.09)
H (1.42, -3.43, 1.08)
H (-2.77, 1.38, -1.80)
H (-8.89, 1.73, -1.18)
H (-3.61, 0.89, -3.26)
H (11.37, 4.97, 3.19)
H (1.47, 3.25, 4.27)
H (-0.11, -1.76, 3.81)
H (5.43, 6.22, 3.59)
H (10.87, 3.58, 2.19)
H (-12.25, -5.59, -1.47)
H (-7.83, -3.08, 1.13)
H (-7.60, -1.55, -1.52)
H (7.36, 3.17, 6.79)
H (-0.71, -0.76, 2.45)
H (0.14, -4.80, -0.10)
H (2.84, -2.62, 0.33)
H (-8.31, -1.41, 0.88)
H (1.06, -2.40, -3.81)
H (-7.04, -3.19, -1.26)
H (-10.92, -6.27, -0.51)
H (1.70, -3.29, -5.19)
H (7.47, 4.64, 5.84)
H (-4.18, -1.32, -2.20)
H (0.90, -3.41, -10.87)
H (2.76, -4.54, -0.76)
H (4.19, 8.03, 5.71)
H (-0.55, -1.21, -5.26)
H (1.11, -5.92, -1.02)
H (-10.64, -5.75, -2.20)
H (2.83, -0.02, 1.24)
H (5.51, 3.20, 5.16)
H (-8.54, 0.52, -2.42)
H (0.17, 3.96, 3.30)
H (12.36, 3.51, 3.14)

---

A 13-piece molecular cluster, C69H158N6O13 overall, computed with wB97M-V/def2-TZVPD.

## Properties
* F_max: 4.4 eV/A
* energy relative to the best compared isomer or geometry (same formula, charge and spin): 0.0 kJ/mol
* HOMO-LUMO gap: 8.3 eV
* LUMO: 0.40 eV
* HOMO level: -7.9 eV
* charge: 0

Atoms and positions in Å:
O (-0.90, 2.85, -4.04)
O (-2.72, -4.78, -1.24)
O (-5.66, 0.81, 4.44)
O (-3.71, 4.09, 0.68)
O (5.09, -0.46, -2.76)
O (1.15, 4.86, -1.96)
O (0.28, 2.20, 1.88)
O (0.28, -3.05, 8.59)
O (-1.20, 4.50, -0.73)
O (-3.76, -2.10, -0.87)
O (4.04, -0.39, -0.20)
O (1.51, 0.18, 0.35)
O (3.74, 0.44, 3.02)
N (-1.46, -4.78, -0.62)
N (4.79, -0.12, 2.43)
N (-4.94, -2.21, -1.50)
N (-0.82, 2.94, -5.46)
N (0.34, -2.97, 7.17)
N (2.49, 5.23, -1.59)
C (-7.36, -2.54, -1.60)
C (-7.37, -1.84, -2.91)
C (0.61, -0.33, -0.56)
C (-2.44, -4.48, 1.60)
C (7.32, -1.39, 1.78)
C (0.00, -5.10, 1.38)
C (-4.70, -0.03, 3.85)
C (-1.66, -6.80, 0.89)
C (1.20, -1.94, 5.16)
C (-1.53, -4.77, 6.96)
C (7.11, 0.12, 1.48)
C (5.56, 1.98, 1.44)
C (-0.45, -4.09, -2.77)
C (-0.23, 2.80, 3.11)
C (-1.25, 2.60, -8.37)
C (5.36, 5.66, -1.73)
C (-3.33, 0.68, 4.10)
C (-6.18, -2.16, -0.69)
C (1.19, -1.87, 6.66)
C (0.78, 1.02, -5.48)
C (-0.44, -0.96, 0.28)
C (6.66, 1.16, 3.63)
C (0.54, 2.13, 4.18)
C (6.04, -2.23, 1.83)
C (4.77, 4.44, -0.98)
C (-1.44, 3.98, -7.68)
C (0.13, 0.87, -1.40)
C (-3.22, 3.61, -5.79)
C (3.63, -2.33, 2.35)
C (-5.52, 2.64, 0.22)
C (-4.86, -1.49, -2.81)
C (2.62, -2.12, 7.14)
C (-6.15, -1.94, -3.68)
C (0.87, -0.39, 7.08)
C (4.60, -0.61, -5.05)
C (-1.70, 0.61, -5.87)
C (4.02, -0.74, -3.62)
C (-3.14, 1.87, 0.54)
C (3.39, -2.08, -3.34)
C (2.15, 7.60, -2.01)
C (0.02, 4.32, 2.92)
C (-1.65, 3.91, -6.14)
C (-0.40, -5.08, -1.57)
C (3.03, 6.24, -3.89)
C (-1.40, -5.32, 0.74)
C (0.96, -4.67, -0.86)
C (3.42, 3.21, -2.74)
C (5.17, -1.80, 4.21)
C (-2.10, -2.41, 6.87)
C (4.42, 6.83, -1.75)
C (-4.72, 0.05, -2.70)
C (-4.21, 2.82, 0.96)
C (-0.78, -3.47, 4.97)
C (-0.52, 1.61, -6.05)
C (-0.25, 1.71, -7.58)
C (3.33, 4.00, -1.39)
C (-1.22, 5.30, -5.59)
C (-6.39, -0.78, 0.02)
C (-6.16, -3.35, 0.39)
C (-0.97, -3.38, 6.51)
C (1.15, -5.43, 0.42)
C (5.95, 0.76, 2.28)
C (4.88, -1.57, 2.73)
C (-3.63, -1.95, -3.61)
C (-0.35, -6.57, -2.08)
C (-0.09, -2.20, 4.39)
C (-4.88, -1.42, 4.50)
C (2.65, 3.11, -0.30)
C (3.04, 6.40, -2.33)
H (-5.52, -3.07, 1.22)
H (5.51, 3.66, -1.17)
H (-8.30, -2.27, -1.12)
H (0.22, 1.10, 4.31)
H (-0.87, 2.66, -9.39)
H (-3.42, 1.76, 3.98)
H (-2.99, -5.70, -1.20)
H (-5.43, -0.37, 0.32)
H (-7.18, -3.57, 0.71)
H (-6.82, 0.01, -0.58)
H (0.67, 0.92, -4.40)
H (-1.26, 5.44, -4.51)
H (-5.90, -1.71, 4.28)
H (-7.43, -3.60, -1.84)
H (-3.29, 3.22, -4.78)
H (-4.70, -1.32, 5.57)
H (-3.49, 0.85, 0.71)
H (-3.52, -3.03, -3.67)
H (1.84, -2.79, 4.91)
H (0.29, 2.83, 1.16)
H (-6.12, 1.81, 0.59)
H (-5.71, 0.43, -2.45)
H (3.38, -2.17, 1.30)
H (-0.40, 4.63, 1.97)
H (-5.77, -4.24, -0.09)
H (1.08, 4.54, 3.06)
H (1.11, 0.09, -5.95)
H (1.00, 1.32, -1.89)
H (6.03, 1.60, 4.40)
H (0.69, 4.83, -1.12)
H (-1.58, 5.19, -1.29)
H (-1.93, 0.76, -4.82)
H (-1.29, 2.54, 3.21)
H (5.37, 1.78, 0.38)
H (-0.18, 5.46, -5.86)
H (3.08, 7.18, -4.43)
H (-4.39, 2.63, 2.02)
H (4.74, -2.73, 4.58)
H (-2.39, -5.06, 6.34)
H (-5.40, 2.65, -0.86)
H (3.09, -0.28, -0.13)
H (0.98, -0.26, 8.16)
H (0.38, 2.60, 5.15)
H (1.64, 2.88, -0.61)
H (5.54, -1.16, -5.12)
H (-2.34, -6.86, 1.73)
H (4.76, -0.70, -1.89)
H (2.63, 8.52, -2.34)
H (6.89, 0.17, 0.41)
H (-2.70, -1.44, -3.35)
H (8.02, -1.89, 1.12)
H (4.35, -0.33, 0.70)
H (7.04, 0.25, 4.08)
H (6.32, -3.13, 2.37)
H (-3.62, 2.72, -6.27)
H (2.48, 3.25, -3.29)
H (-3.46, -4.50, 1.21)
H (0.02, -5.57, 2.36)
H (-2.63, 0.94, -6.33)
H (0.84, -3.62, -0.61)
H (-6.18, 3.47, 0.50)
H (-2.00, -2.24, 7.94)
H (-2.98, 1.77, -0.53)
H (-1.75, -3.65, 4.52)
H (1.22, 7.70, -2.58)
H (4.77, 0.45, -5.19)
H (3.26, -1.51, 6.52)
H (-4.20, -2.10, 3.98)
H (0.23, -4.37, -3.58)
H (-6.05, -2.99, -3.95)
H (-0.27, -6.62, -3.17)
H (1.18, -1.03, -1.17)
H (4.83, 4.59, 0.10)
H (3.74, -3.41, 2.40)
H (-4.98, 0.03, 2.79)
H (-0.32, -4.41, 4.68)
H (-2.23, 2.12, -8.47)
H (6.27, 6.03, -1.25)
H (-2.39, 4.40, -8.01)
H (-1.80, -4.79, 8.01)
H (-1.46, -4.00, -3.17)
H (1.67, 1.62, -5.71)
H (7.50, 1.83, 3.43)
H (-3.92, 4.43, -5.91)
H (-1.01, -0.33, 0.97)
H (2.84, -1.97, 3.01)
H (0.18, -4.07, 1.69)
H (-0.38, 4.91, 3.75)
H (4.60, -1.05, 4.75)
H (-3.23, -2.87, -1.10)
H (1.18, -6.49, 0.18)
H (0.71, 2.17, -7.82)
H (-0.77, -5.54, 6.81)
H (3.67, 5.43, -4.24)
H (1.43, 0.34, 6.50)
H (-3.08, -2.85, 6.66)
H (-5.47, 0.64, 5.36)
H (8.08, 0.63, 1.55)
H (0.01, -1.76, 0.86)
H (-7.77, -0.88, -2.56)
H (0.21, -2.40, 3.36)
H (2.03, 5.87, -4.11)
H (-1.18, -7.18, -1.74)
H (-6.20, -1.25, -4.52)
H (-0.78, -7.42, 1.06)
H (-1.51, -0.44, -6.09)
H (-4.02, 4.69, 1.37)
H (1.58, -1.02, 4.73)
H (-0.25, 0.71, -8.02)
H (-1.94, 4.17, -0.22)
H (-2.44, -4.77, 2.65)
H (2.91, -2.60, -4.16)
H (-4.03, 0.37, -1.92)
H (-0.18, -0.15, 6.91)
H (-1.22, -1.49, -0.27)
H (5.79, -2.57, 0.83)
H (3.17, 0.60, 2.26)
H (6.21, -1.72, 4.54)
H (-1.87, 6.11, -5.92)
H (4.17, 3.63, -3.41)
H (5.59, 5.42, -2.77)
H (-3.77, -1.66, -4.65)
H (4.92, 7.59, -2.35)
H (-2.18, 2.11, 1.00)
H (2.65, -2.19, -2.55)
H (1.61, 2.35, 4.09)
H (-2.24, -7.23, 0.07)
H (6.31, 2.76, 1.35)
H (2.77, -1.92, 8.20)
H (3.19, -0.04, -3.56)
H (1.83, -4.71, -1.52)
H (-0.61, 0.52, -2.11)
H (-2.26, -3.41, 1.49)
H (-0.64, 4.68, -7.90)
H (3.26, 2.22, -0.13)
H (0.62, -6.94, -1.77)
H (7.64, -1.38, 2.82)
H (-0.39, 1.63, -0.82)
H (2.56, 3.64, 0.64)
H (1.79, 7.66, -0.98)
H (-2.05, -1.42, 6.42)
H (-0.24, -3.08, -2.45)
H (1.97, -5.37, 1.14)
H (4.32, 7.26, -0.75)
H (3.82, -0.91, -5.75)
H (3.65, 2.15, -2.66)
H (-0.71, -1.31, 4.46)
H (-4.37, 0.59, -3.58)
H (2.99, -3.12, 6.91)
H (1.16, 0.87, 0.92)
H (-6.96, -0.98, 0.93)
H (-0.07, 3.27, -3.80)
H (-2.91, 0.45, 5.08)
H (0.85, -3.79, 8.81)
H (4.14, -2.76, -2.92)
H (-2.64, 0.50, 3.28)
H (4.66, 2.43, 1.87)
H (-8.20, -2.23, -3.49)

---

An isolated ion of composition CH2N5 and charge -1, computed with wB97M-V/def2-TZVPD.

## Properties
* F_max: 4.0 eV/A
* energy relative to the best compared isomer or geometry (same formula, charge and spin): 24.3 kJ/mol
* HOMO-LUMO gap: 9.0 eV
* LUMO: 4.60 eV
* HOMO level: -4.4 eV
* charge: -1

Atoms and positions in Å:
N (-1.02, -0.46, 1.14)
N (0.59, 1.39, -1.41)
N (-0.47, 1.19, -0.68)
N (0.96, -0.53, -0.47)
N (1.40, 0.35, -1.36)
C (-0.20, 0.03, -0.08)
H (-1.05, -1.58, 1.03)
H (-0.21, -0.39, 1.83)